Formula: C13H49N8O12
Source: OMol25
Level of theory: ωB97M-V/def2-TZVPD

Computed properties:
* maximum force: 2.955 eV/A
* highest occupied orbital energy: -5.593 eV
* Kohn-Sham gap: 0.2778 Eh
* charge: -1

Each line ends with the Mulliken charge.
Element x y z (Å)
C1 0.78755 0.40292 0.37916  0.113
C2 -0.37769 -0.31809 -0.32590  0.233
O1 -0.04844 -0.99425 -1.49276  0.094
H1 1.56124 -0.30829 0.68915  -0.226
H2 0.43670 0.98685 1.23171  0.229
H3 1.35939 1.02730 -0.31271  -0.453
H4 -1.02079 0.51289 -0.68439  -0.047
H5 -1.05285 -0.77055 0.42369  -0.469
C3 -2.99789 1.82495 2.92202  0.090
O2 -3.86847 2.85601 2.50822  -0.537
H6 -2.83819 1.77165 4.00120  0.358
H7 -3.26463 0.83318 2.54371  0.051
H8 -2.01687 1.99745 2.47439  -0.251
H9 -4.69862 2.80141 2.98704  0.292
C4 1.83217 4.80431 -1.77719  -0.690
O3 1.86737 4.14683 -0.51490  -0.493
H10 2.76601 4.70803 -2.33313  0.267
H11 1.01483 4.40425 -2.38433  0.290
H12 1.61501 5.86832 -1.68354  0.281
H13 2.24930 3.28671 -0.73579  0.144
C5 3.25315 0.54792 -2.27447  -0.068
O4 2.04041 0.53239 -2.97961  -0.630
H14 3.16378 -0.11726 -1.40662  -0.076
H15 4.13507 0.33525 -2.87578  0.395
H16 3.40483 1.50518 -1.74734  -0.101
H17 1.38847 -0.02036 -2.51991  0.323
C6 -2.79565 -3.36250 -1.20069  -0.157
O5 -1.41931 -3.40794 -1.45496  -0.587
H18 -3.19519 -4.36661 -1.03758  0.328
H19 -3.03506 -2.75858 -0.31980  -0.301
H20 -3.36898 -2.97305 -2.05140  0.261
H21 -1.10274 -2.48276 -1.57196  0.343
C7 4.38071 2.33329 1.06201  -0.083
O6 5.66675 2.11425 1.60088  -0.610
H22 4.43612 2.99024 0.19083  0.139
H23 4.01552 1.33340 0.79822  0.114
H24 3.62561 2.76866 1.72359  0.120
H25 5.69158 2.17279 2.55603  0.325
C8 -4.15553 -2.34373 2.24104  -0.110
O7 -3.51015 -2.91666 3.40106  -0.539
H26 -4.38355 -2.95022 1.35980  0.265
H27 -5.08145 -1.93469 2.63760  0.291
H28 -3.34783 -1.69612 1.87517  -0.174
H29 -3.00240 -3.68486 3.11785  0.280
C9 -4.18219 1.25826 -1.39081  -0.254
O8 -4.86290 1.19730 -2.61465  -0.522
H30 -3.21603 0.73645 -1.43549  -0.002
H31 -3.86148 2.25296 -1.07543  0.260
H32 -4.68700 0.79311 -0.53948  0.275
H33 -5.51136 0.49191 -2.61223  0.301
C10 2.96268 -3.04789 -1.61165  0.550
O9 4.14419 -3.42505 -1.52397  -0.745
N1 2.31411 -3.05388 -2.79733  -0.444
N2 2.17810 -2.74449 -0.54189  -0.079
H34 1.34724 -2.77224 -2.82016  0.302
H35 2.87025 -2.78836 -3.59268  0.251
H36 2.47999 -2.56759 0.39399  0.169
H37 1.34356 -2.20993 -0.81397  -0.072
C11 -1.71111 -1.03679 -4.75376  0.364
O10 -2.22448 -1.14375 -5.88400  -0.752
N3 -0.46796 -1.49098 -4.47762  -0.139
N4 -2.36223 -0.49228 -3.71045  -0.091
H38 -0.25117 -1.70159 -3.51506  -0.034
H39 0.06470 -1.93486 -5.19912  0.197
H40 -1.81531 -0.18848 -2.91503  0.043
H41 -3.26447 -0.09801 -3.90992  0.172
C12 0.71320 3.32764 3.38020  0.665
O11 1.80234 2.81153 3.61190  -0.628
N5 0.39972 3.89788 2.17711  -0.188
N6 -0.24213 3.53036 4.35712  -0.423
H42 -0.52914 4.26747 2.10729  0.228
H43 0.90290 3.71340 1.32330  0.138
H44 0.09646 3.36694 5.28689  0.231
H45 -1.16380 3.79097 4.07914  0.169
C13 2.40453 -2.89078 2.92505  0.652
O12 3.20945 -2.09210 3.38739  -0.659
N7 1.17468 -2.58855 2.41157  -0.267
N8 2.72689 -4.21187 2.80894  -0.385
H46 0.72796 -1.69899 2.55870  0.148
H47 0.53193 -3.35839 2.37064  0.152
H48 2.19801 -4.93612 2.36859  0.173
H49 3.65059 -4.42315 3.14726  0.220


Formula: C8H6BrO2S3
Source: OMol25
Level of theory: ωB97M-V/def2-TZVPD

Computed properties:
* maximum force: 5.755 eV/A
* highest occupied orbital energy: -2.951 eV
* Kohn-Sham gap: 0.2203 Eh
* charge: -1

Each line ends with the natural charge from an NBO analysis.
Element x y z (Å)
C1 -0.29329 -0.21408 1.43606  -0.338
S1 -1.87012 -0.18569 1.34800  -0.013
S2 1.19116 0.18486 1.35943  0.054
Br1 -0.94503 -2.71245 4.09991  -0.038
C2 -0.57727 -2.12130 2.33598  -0.864
S3 -0.46538 -3.62715 1.29638  2.107
C3 -2.05976 -4.46474 1.43936  -0.225
C4 -2.24795 -5.57937 2.25620  -0.201
C5 -3.48592 -6.20723 2.33825  -0.234
C6 -4.53878 -5.68992 1.58716  -0.205
C7 -4.37686 -4.58341 0.75738  -0.230
C8 -3.12826 -3.97937 0.70306  -0.208
O1 -0.28848 -3.13521 -0.06424  -0.956
O2 0.44624 -4.55434 1.90632  -0.978
H1 0.60350 -1.90594 2.38055  0.232
H2 -1.42582 -5.94945 2.84365  0.239
H3 -3.63178 -7.08458 2.98884  0.209
H4 -5.51179 -6.16372 1.64311  0.199
H5 -5.20744 -4.18371 0.16027  0.211
H6 -2.96289 -3.10630 0.09559  0.240


Formula: C31H47BrMnN3O7Si
Source: OMol25
Level of theory: ωB97M-V/def2-TZVPD

Computed properties:
* maximum force: 2.475 eV/A
* highest occupied orbital energy (alpha / beta): -10.562 / -10.563 eV
* Kohn-Sham gap (alpha / beta): 0.1860 / 0.2304 Eh
* charge: +1
* spin multiplicity: 2

Each line ends with the Mulliken spin population.
Element x y z (Å)
Mn1 2.24789 -0.26342 0.77399  1.261
O1 3.68469 1.44378 -2.87141  -0.002
C1 3.36249 2.71788 -2.57721  0.001
C2 3.98159 3.73438 -3.30731  0.000
C3 3.68369 5.05708 -3.06051  0.000
C4 2.77609 5.38568 -2.06461  0.000
C5 2.16439 4.38808 -1.32781  0.001
C6 2.43749 3.04768 -1.57291  -0.003
C7 1.72279 1.92568 -0.81791  0.015
O2 2.50949 0.81548 -0.67201  -0.078
N1 1.27999 2.38198 0.51479  -0.013
N2 1.27139 1.44598 1.45899  -0.003
C8 0.51729 1.50998 2.50029  0.005
C9 0.54369 0.51498 3.52359  -0.002
Br1 1.98679 -0.78892 3.31869  -0.007
C10 -0.30241 0.34858 4.55619  0.004
C11 -1.57301 1.02298 4.72919  0.001
C12 -2.02621 1.31278 6.01989  0.001
C13 -3.26571 1.89118 6.21219  0.000
C14 -4.08181 2.16148 5.12319  0.001
C15 -3.65001 1.86148 3.84129  -0.001
C16 -2.40341 1.30368 3.64119  0.001
H1 3.24969 0.87148 -2.20431  0.002
H2 4.69529 3.45148 -4.06431  0.000
H3 4.15789 5.83638 -3.63611  0.000
H4 2.54489 6.41788 -1.85771  0.000
H5 1.46469 4.66738 -0.55581  0.000
H6 0.80139 1.63268 -1.37431  -0.015
H7 0.50119 3.03828 0.52229  0.002
H8 -0.15511 2.35318 2.65519  -0.001
H9 -0.05281 -0.37732 5.31739  0.000
H10 -1.38201 1.10708 6.86189  0.000
H11 -3.60601 2.11768 7.21169  0.000
H12 -5.06051 2.59008 5.26799  0.000
H13 -4.30041 2.05628 3.00149  0.000
H14 -2.07731 1.04028 2.64619  0.000
N3 6.34089 -0.01162 0.36849  0.001
C17 5.06299 -0.37172 0.42619  -0.007
O3 4.26099 0.18468 1.19609  -0.017
C18 4.57589 -1.49972 -0.44961  0.013
C19 3.19999 -1.91092 0.07959  -0.163
H15 6.67689 0.76498 0.92229  0.000
H16 6.97819 -0.46182 -0.26951  0.000
H17 5.29149 -2.32792 -0.43931  -0.005
H18 4.48689 -1.14492 -1.48081  -0.002
H19 3.33249 -2.57442 0.94759  -0.005
H20 2.64879 -2.45952 -0.68591  0.026
C20 1.01939 -2.97622 -2.88911  0.005
C21 -0.15711 -2.07342 -3.25101  -0.002
C22 0.14449 -1.31332 -4.54521  0.000
C23 -1.41901 -2.92192 -3.40781  0.000
O4 -0.33181 -1.08602 -2.23491  0.003
Si1 -0.66171 -1.13632 -0.65221  -0.019
O5 0.64209 -0.82262 0.26179  -0.002
O6 -1.13831 -2.63502 -0.26791  -0.005
C24 -1.72281 -3.21412 0.88979  -0.003
C25 -1.26951 -4.67362 0.92119  0.000
C26 -3.23851 -3.12992 0.71379  0.001
C27 -1.27561 -2.48852 2.15809  0.001
O7 -1.66451 0.08518 -0.26571  0.015
C28 -2.74041 0.77148 -0.90191  0.004
C29 -2.28491 2.21038 -1.16461  -0.001
C30 -3.92401 0.77898 0.07149  0.000
C31 -3.15291 0.13108 -2.22031  0.000
H21 1.16939 -3.72042 -3.66571  0.000
H22 0.80749 -3.47492 -1.94741  -0.001
H23 1.91859 -2.37322 -2.79091  -0.001
H24 0.42369 -2.01182 -5.32811  0.000
H25 0.96379 -0.61822 -4.38361  0.000
H26 -0.72881 -0.75472 -4.87021  0.000
H27 -1.22911 -3.73072 -4.10761  0.000
H28 -2.24351 -2.32222 -3.78151  0.000
H29 -1.69481 -3.34132 -2.44621  0.000
H30 -1.52181 -5.15132 -0.02101  0.000
H31 -1.76501 -5.20022 1.72989  0.000
H32 -0.19431 -4.73222 1.06379  0.000
H33 -3.51911 -3.63462 -0.20721  0.000
H34 -3.53081 -2.08732 0.64029  -0.001
H35 -3.75781 -3.59052 1.54779  0.000
H36 -0.19141 -2.54662 2.24649  -0.001
H37 -1.73051 -2.94742 3.03159  0.000
H38 -1.56621 -1.44112 2.11109  0.000
H39 -1.92231 2.66658 -0.24611  0.000
H40 -3.12131 2.79598 -1.53181  0.000
H41 -1.49691 2.22388 -1.91381  0.000
H42 -3.61281 1.15328 1.04269  0.000
H43 -4.31801 -0.22582 0.20539  0.000
H44 -4.71421 1.41768 -0.31261  0.000
H45 -2.30591 0.10008 -2.89471  0.000
H46 -3.94571 0.71638 -2.67561  0.000
H47 -3.50131 -0.88372 -2.05891  0.000